# C29H62N2O28S4

A cluster of 10 separate species, C29H62N2O28S4 in total at a distorted geometry (ωB97M-V/def2-TZVPD, OMol25).

Properties
- HOMO (eV) = -7.79
- calculated total energy (eV) = -134707.3442
- charge = 0
- ΔE to the lowest compared entry with this formula, charge and spin (eV) = 2.0524

Bonds (Å) are listed after each position.
Positions of all 125 atoms, in Å:
1 C -1.1991 0.7427 1.1094  N2 1.483, H8 1.060, H9 1.211, H10 1.190
2 N -0.4393 -0.3377 0.4361  C1 1.483, C3 1.522, C4 1.556, C5 1.465
3 C -1.3252 -1.5158 0.8154  N2 1.522, H11 0.991, H12 1.155, H13 1.059
4 C -0.4555 -0.0191 -1.0872  N2 1.556, H14 1.129, H15 1.068, H16 1.066
5 C 0.8850 -0.5235 1.0342  N2 1.465, C6 1.592, H17 1.084, H18 1.154
6 C 1.9308 -1.4884 0.3200  C5 1.592, O7 1.431, H19 1.073, H20 1.078
7 O 3.0969 -1.4468 1.1481  C6 1.431, H21 0.884
8 H -0.6455 1.6469 1.0940  C1 1.060
9 H -1.4480 0.5879 2.2847  C1 1.211
10 H -2.3278 0.6798 0.7367  C1 1.190
11 H -1.3139 -1.7427 1.7800  C3 0.991
12 H -0.9735 -2.3956 0.1549  C3 1.155
13 H -2.2969 -1.3009 0.4529  C3 1.059
14 H 0.0645 -0.7394 -1.7839  C4 1.129
15 H 0.1693 0.8170 -1.3137  C4 1.068
16 H -1.5159 0.0568 -1.1657  C4 1.066
17 H 0.9413 -0.7392 2.0952  C5 1.084
18 H 1.4277 0.4937 0.9822  C5 1.154
19 H 2.0984 -1.1147 -0.6718  C6 1.073
20 H 1.3127 -2.3550 0.1516  C6 1.078
21 H 2.8552 -2.0591 1.7380  O7 0.884
22 N 1.4087 -3.8754 3.2660  O23 1.267, O24 1.244, O25 1.223
23 O 1.6046 -5.0951 3.5485  N22 1.267
24 O 2.4132 -3.1460 3.3503  N22 1.244
25 O 0.6491 -3.6350 2.3379  N22 1.223
26 O -0.3415 4.0246 -1.0735  S27 1.447
27 S 0.8944 4.1994 -0.3416  O26 1.447, O28 1.449, O29 1.685, C32 1.717
28 O 1.6269 2.9913 -0.0199  S27 1.449
29 O 1.9016 5.0529 -1.3884  S27 1.685, C30 1.423
30 C 2.0220 4.6770 -2.7559  O29 1.423, C31 1.455, H33 1.089, H34 1.084
31 C 3.2837 5.2119 -3.2437  C30 1.455, H35 1.134, H36 1.135, H37 1.007
32 C 0.8486 5.4312 0.8530  S27 1.717, H38 1.250, H39 1.230, H40 1.060
33 H 1.2749 5.3867 -3.1077  C30 1.089
34 H 1.8619 3.6118 -2.8739  C30 1.084
35 H 3.2507 5.1126 -4.3729  C31 1.134
36 H 4.1805 4.5191 -3.1722  C31 1.135
37 H 3.3581 6.1995 -3.0624  C31 1.007
38 H 1.7009 5.6385 1.7438  C32 1.250
39 H -0.2091 5.2423 1.4506  C32 1.230
40 H 0.6920 6.3276 0.3094  C32 1.060
41 O 2.2405 0.8077 -2.5496  S42 1.426
42 S 3.2643 0.6212 -3.5247  O41 1.426, O43 1.506, O44 1.630, C47 1.729
43 O 4.1780 1.8043 -3.7110  S42 1.506
44 O 4.2070 -0.6412 -3.1065  S42 1.630, C45 1.456
45 C 5.1447 -0.3995 -2.0194  O44 1.456, C46 1.508, H48 1.075, H49 1.076
46 C 5.6047 -1.7725 -1.5976  C45 1.508, H50 1.071, H51 1.209, H52 1.203
47 C 2.6647 0.2252 -5.0972  S42 1.729, H53 0.969, H54 1.063, H55 1.141
48 H 4.6183 0.0382 -1.1911  C45 1.075
49 H 6.0206 0.0935 -2.4026  C45 1.076
50 H 6.0969 -2.2226 -2.4352  C46 1.071
51 H 4.8364 -2.4851 -0.9938  C46 1.209
52 H 6.4869 -1.5232 -0.8183  C46 1.203
53 H 1.9662 -0.4159 -4.8972  C47 0.969
54 H 3.4687 0.0284 -5.7642  C47 1.063
55 H 2.0827 1.1591 -5.3975  C47 1.141
56 O 1.1769 4.1790 3.8599  S57 1.443
57 S 0.1891 3.1444 4.0467  O56 1.443, O58 1.453, O59 1.692, C62 1.744
58 O -0.9487 3.0072 3.1542  S57 1.453
59 O 1.0354 1.6949 3.8370  S57 1.692, C60 1.352
60 C 2.2536 1.6535 4.4217  O59 1.352, C61 1.523, H63 1.001, H64 1.165
61 C 3.1201 0.5794 3.7767  C60 1.523, H65 1.067, H66 1.042, H67 1.043
62 C -0.3248 3.1518 5.7129  S57 1.744, H68 1.031, H69 1.094, H70 1.073
63 H 2.0801 1.4759 5.3911  C60 1.001
64 H 2.9680 2.5675 4.3118  C60 1.165
65 H 4.0309 0.4316 4.3117  C61 1.067
66 H 3.3632 0.9027 2.8161  C61 1.042
67 H 2.7352 -0.3900 3.7662  C61 1.043
68 H -0.9328 3.9129 6.0507  C62 1.031
69 H 0.5630 2.9832 6.3298  C62 1.094
70 H -0.9420 2.2748 5.7353  C62 1.073
71 O -5.8375 -0.8819 -0.2595  S72 1.360
72 S -5.3576 -0.1985 -1.3336  O71 1.360, O73 1.445, O74 1.610, C77 1.814
73 O -6.4046 0.5046 -2.0395  S72 1.445
74 O -4.4205 0.9356 -0.6800  S72 1.610, C75 1.386
75 C -5.1277 2.1051 -0.4494  O74 1.386, C76 1.602, H78 1.138, H79 0.967
76 C -4.2587 2.9946 0.5611  C75 1.602, H80 1.279, H81 1.255, H82 1.135
77 C -4.1813 -1.0435 -2.4259  S72 1.814, H83 1.187, H84 1.158, H85 1.114
78 H -5.9487 1.6176 0.1694  C75 1.138
79 H -5.2881 2.4901 -1.3222  C75 0.967
80 H -4.1510 2.3101 1.6359  C76 1.279
81 H -4.7035 4.1642 0.6573  C76 1.255
82 H -3.2592 3.2860 0.1095  C76 1.135
83 H -3.3270 -1.6381 -1.8562  C77 1.187
84 H -3.8394 -0.2409 -3.1877  C77 1.158
85 H -4.7612 -1.8610 -2.9130  C77 1.114
86 C -0.2769 2.5000 -7.1362  C87 1.634, O91 1.411, H92 1.001, H93 1.023
87 C 0.3758 3.8251 -6.4378  C86 1.634, O88 1.416, H94 1.222, H95 1.056
88 O 0.3618 3.4124 -5.0839  C87 1.416, C89 1.288
89 C -0.3723 2.3751 -4.8760  O88 1.288, O90 1.219, O91 1.315
90 O -0.8019 1.9089 -3.8353  C89 1.219
91 O -0.6666 1.7598 -6.0001  C86 1.411, C89 1.315
92 H 0.4032 1.9754 -7.6509  C86 1.001
93 H -1.1647 2.6095 -7.6327  C86 1.023
94 H -0.0194 4.9792 -6.3643  C87 1.222
95 H 1.3961 3.9440 -6.6834  C87 1.056
96 C -5.0308 -5.7720 1.6002  C97 1.586, O101 1.477, H102 1.134, H103 1.132
97 C -5.5843 -4.2961 1.7764  C96 1.586, O98 1.419, H104 1.027, H105 1.016
98 O -4.9157 -3.6804 0.6863  C97 1.419, C99 1.387
99 C -3.9783 -4.5007 0.0762  O98 1.387, O100 1.249, O101 1.273
100 O -3.0570 -3.9926 -0.5963  C99 1.249
101 O -4.0054 -5.6859 0.5405  C96 1.477, C99 1.273
102 H -5.8999 -6.4033 1.2382  C96 1.134
103 H -4.5395 -6.1590 2.5442  C96 1.132
104 H -5.1154 -4.0159 2.6466  C97 1.027
105 H -6.5417 -4.0233 1.5753  C97 1.016
106 C 0.2184 -4.7901 -1.1697  C107 1.506, O111 1.221, H112 0.974, H113 1.223
107 C 1.5936 -5.3880 -1.3109  C106 1.506, O108 1.420, H114 0.958, H115 1.241
108 O 2.2990 -4.4860 -2.1507  C107 1.420, C109 1.267
109 C 1.4264 -3.5837 -2.3203  O108 1.267, O110 1.297, O111 1.341
110 O 1.7782 -2.4551 -2.8530  C109 1.297
111 O 0.2322 -3.7014 -1.7213  C106 1.221, C109 1.341
112 H 0.1425 -4.5934 -0.2185  C106 0.974
113 H -0.6741 -5.5562 -1.5047  C106 1.223
114 H 1.6542 -6.1179 -1.9284  C107 0.958
115 H 2.0394 -5.6936 -0.1940  C107 1.241
116 C -0.0141 -1.4356 5.0031  C117 1.552, O121 1.452, H122 0.887, H123 1.053
117 C -0.1616 -2.4321 6.1841  C116 1.552, O118 1.372, H124 1.028, H125 1.099
118 O -1.4495 -2.9015 6.1194  C117 1.372, C119 1.332
119 C -2.0316 -2.4645 5.0035  O118 1.332, O120 1.275, O121 1.361
120 O -3.2238 -2.7641 4.6636  C119 1.275
121 O -1.2433 -1.6415 4.2589  C116 1.452, C119 1.361
122 H 0.7809 -1.3313 4.6244  C116 0.887
123 H -0.1134 -0.4799 5.4332  C116 1.053
124 H 0.1127 -2.1354 7.1295  C117 1.028
125 H 0.4225 -3.3610 6.1247  C117 1.099